The following is a quantum chemistry calculation of a structure of composition C37H35Cl2FN7O2STi, from OMol25.

Geometry as XYZ:
```
86
Properties=species:S:1:pos:R:3:forces:R:3
Ti 0.72555 0.88176 -0.13495 0.1 -0.6 -0.5
Cl 6.94015 3.42587 1.52888 0.0 0.0 0.0
C 5.41872 3.19047 0.73475 0.0 0.0 -0.1
C 4.58841 2.17024 1.18045 0.1 -0.2 -0.1
C 3.37413 1.95448 0.55509 0.0 0.1 0.1
N 2.38819 1.04784 0.97927 -0.1 0.3 0.4
C 2.22046 0.75574 2.29312 0.2 0.1 0.1
O 3.06302 0.52883 3.14615 -0.2 0.1 -0.2
C 0.76395 0.93685 2.71758 -0.1 0.2 0.1
C 0.40881 0.85142 4.05056 0.0 0.0 -0.1
C -0.81207 1.37637 4.44728 -0.1 0.1 -0.1
C -1.63721 1.96748 3.50040 0.2 -0.1 0.0
C -1.24745 1.94772 2.17073 -0.1 -0.1 0.0
N -0.08095 1.43153 1.78638 0.2 -0.1 0.3
C 2.95164 2.79295 -0.49906 0.0 0.0 0.0
C 3.79358 3.80318 -0.93768 0.0 0.0 -0.1
C 5.02581 3.99306 -0.32319 0.0 0.0 0.1
Cl 6.04343 5.27007 -0.90456 0.0 0.0 0.0
N 1.65623 2.49946 -0.98473 0.2 0.1 -0.2
C 1.13581 3.12386 -2.06592 0.0 0.1 0.0
O 1.55681 4.09707 -2.67498 -0.1 -0.1 0.0
C -0.11159 2.42996 -2.57845 0.0 0.0 0.0
C -0.69061 2.84147 -3.76685 0.0 0.0 0.0
C -1.74383 2.10829 -4.28534 0.1 0.0 0.1
C -2.17871 0.98347 -3.60002 0.1 0.0 0.0
C -1.56571 0.65732 -2.40358 -0.1 0.0 0.0
N -0.56092 1.37077 -1.89160 0.1 0.1 -0.1
H 4.89372 1.53942 2.00076 0.0 0.0 0.0
H 1.12005 0.43245 4.74664 0.0 0.0 0.0
H -1.10420 1.35123 5.48813 0.0 0.0 0.0
H -2.57875 2.41896 3.77377 0.0 0.0 0.0
H -1.89323 2.32355 1.38216 0.1 0.0 0.1
H 3.48708 4.45915 -1.73563 0.0 0.0 0.0
H -0.27958 3.71189 -4.25795 0.0 0.0 0.0
H -2.20679 2.39616 -5.21929 0.0 0.0 0.0
H -2.97415 0.35996 -3.98240 0.0 0.0 0.0
H -1.87516 -0.20779 -1.83352 0.0 0.0 0.0
C -3.18656 -1.80749 -0.23553 0.0 0.0 0.0
C -2.48497 -0.94546 0.82000 0.1 0.1 0.0
C -3.54023 -0.36762 1.76644 0.0 0.0 0.0
C -1.40935 -1.74975 1.53265 0.0 0.0 0.0
C -1.74897 -2.46823 2.67444 0.0 0.0 0.0
C -0.82108 -3.26336 3.32225 0.0 0.0 0.0
C 0.47141 -3.33752 2.83683 0.0 0.0 0.0
C 0.86145 -2.62951 1.70608 0.0 0.0 0.0
C 2.29406 -2.74817 1.21691 0.0 0.1 0.0
C 2.51318 -4.05420 0.44622 0.0 0.0 0.0
C 3.30847 -2.67041 2.36058 0.0 0.0 0.0
C -0.09370 -1.83656 1.04258 0.0 0.0 0.0
N 0.30538 -1.10822 -0.11800 -0.3 0.2 -0.2
C 0.48055 -1.84246 -1.27980 0.1 0.0 0.0
C -0.09409 -3.08384 -1.57972 0.0 0.0 0.0
C 0.13613 -3.70093 -2.80156 0.0 0.0 0.0
C 0.94964 -3.11738 -3.76193 0.0 0.0 0.1
C 1.55896 -1.89694 -3.48448 0.0 0.0 0.1
C 1.30892 -1.31576 -2.26901 0.0 0.0 0.0
F 1.92206 -0.12117 -1.94561 -0.2 -0.1 -0.1
H -3.99480 -1.25451 -0.72094 0.0 0.0 0.0
H -3.62650 -2.68686 0.23785 0.0 0.0 0.0
H -2.50256 -2.15397 -1.00700 0.1 0.0 -0.1
H -1.99602 -0.10455 0.30978 -0.1 -0.1 0.1
H -4.26862 -1.12411 2.05931 0.0 -0.1 0.0
H -4.08373 0.44290 1.27612 0.0 0.0 0.0
H -3.09473 0.03384 2.67278 0.0 0.0 0.0
H -2.75621 -2.40989 3.06103 -0.1 0.0 0.0
H -1.10365 -3.81935 4.20462 0.0 0.0 0.1
H 1.19702 -3.95188 3.35122 0.0 0.0 0.0
H 2.48317 -1.90819 0.54047 0.0 -0.1 0.1
H 2.30216 -4.90996 1.09069 0.0 0.0 0.0
H 3.55238 -4.12608 0.12546 0.1 0.0 0.0
H 1.87931 -4.12823 -0.43558 0.0 0.0 0.0
H 3.29012 -3.57736 2.96748 0.0 0.0 0.0
H 3.13270 -1.81412 3.00662 0.0 0.0 0.0
H 4.31335 -2.57841 1.95023 0.1 0.0 0.0
H -0.70070 -3.57286 -0.82847 0.0 0.0 0.0
H -0.32282 -4.65946 -2.99947 0.0 -0.1 0.0
H 1.12581 -3.60721 -4.70755 0.0 0.0 0.0
H 2.22306 -1.40935 -4.18333 0.0 0.0 0.0
N -5.06367 1.49637 -1.60890 0.0 0.0 0.0
C -4.40522 2.66249 -1.79507 -0.1 0.0 0.1
N -4.76650 3.37112 -2.88578 0.0 0.0 0.0
S -3.22416 3.19688 -0.75134 -0.1 0.1 0.0
H -5.62148 1.08301 -2.33652 0.0 0.0 0.0
H -4.74464 0.90624 -0.86046 0.0 0.0 0.0
H -5.60796 3.16125 -3.39482 0.0 0.0 0.0
H -4.36103 4.28469 -2.99017 0.0 0.0 0.0
```
Forces are in eV/Å.

The value obtained for the HOMO-LUMO gap (spin up / spin down) is 0.254 / 0.258 Eh. The LUMO energy (spin up / spin down) is -0.38 / -0.35 eV. The value obtained for the energy above the lowest of the compared OMol25 structures with the same formula, charge and spin is 9.6 kcal/mol. The expectation value of S² is 0.754. The spin multiplicity is 2.